(1)
110
Properties=species:S:1:pos:R:3:forces:R:3:lowdin_charge:R:1 method="wB97M-V/def2-TZVPD" smiles=OCCO.OCCO.OCCO.OCCO.OCCO.OCCO.OCCO.OCCO.OCCO.OCCO.OCCO lumo_ev=0.200 fmax_ev_per_a=3.075 spin_multiplicity=1 relative_energy_kj_mol=311.21 homo_ev=-9.32
O 19.981 25.755 -6.898 0.6 -0.1 1.1 -0.043
C 19.156 24.962 -7.676 -0.9 0.4 -1.3 -0.250
C 19.672 23.591 -8.124 -0.8 -0.6 0.7 -0.237
O 20.566 23.665 -9.189 0.9 1.2 -0.8 -0.072
H 20.731 26.071 -7.407 0.2 0.2 -0.4 0.041
H 18.187 24.931 -7.179 0.1 -0.8 0.6 0.117
H 18.852 25.559 -8.536 0.3 -0.2 -0.8 0.098
H 18.849 22.956 -8.452 -0.6 0.1 0.2 0.111
H 20.114 23.060 -7.282 0.2 0.1 0.4 0.119
H 20.886 22.808 -9.478 0.0 -0.4 0.3 0.053
O 14.711 28.488 -8.722 0.6 -0.4 -0.7 -0.076
C 16.110 28.155 -8.537 -0.7 0.4 0.9 -0.208
C 16.422 28.003 -7.028 -0.1 -0.6 -1.4 -0.210
O 15.559 26.997 -6.475 0.3 0.7 0.2 -0.069
H 14.445 29.258 -8.214 0.3 0.1 0.2 0.087
H 16.269 27.195 -9.027 -0.2 -0.2 0.0 0.098
H 16.776 28.842 -9.058 0.0 0.3 0.2 0.104
H 16.296 28.958 -6.519 -0.2 -0.2 0.2 0.122
H 17.456 27.668 -6.939 0.3 0.3 0.1 0.107
H 15.692 26.234 -7.042 -0.2 -0.2 0.1 0.065
O 16.272 26.607 -13.257 0.7 -0.2 -0.4 -0.077
C 15.681 26.417 -14.529 -1.3 -0.4 -0.1 -0.224
C 15.931 25.102 -15.271 -0.3 1.1 -0.3 -0.251
O 17.308 24.913 -15.483 0.1 -0.9 0.4 -0.043
H 16.377 25.743 -12.851 0.3 -0.2 0.3 0.075
H 14.614 26.516 -14.331 -0.4 0.0 -0.6 0.122
H 15.967 27.194 -15.238 0.3 0.4 0.4 0.121
H 15.440 25.217 -16.237 -0.3 0.2 -0.2 0.116
H 15.393 24.250 -14.857 0.8 -0.3 0.5 0.112
H 17.650 25.725 -15.864 0.1 0.1 0.0 0.092
O 21.509 27.061 -11.807 -0.6 0.7 -1.2 -0.071
C 20.604 26.796 -10.754 0.0 -0.5 0.2 -0.217
C 19.142 27.137 -11.070 1.1 -0.6 0.1 -0.191
O 18.902 28.513 -10.765 0.2 -0.9 -0.7 -0.076
H 22.400 26.872 -11.504 -0.2 0.3 0.3 0.021
H 20.797 25.745 -10.535 -0.9 -0.2 0.5 0.103
H 20.862 27.378 -9.869 0.1 0.1 0.3 0.105
H 18.453 26.515 -10.498 0.2 -0.2 0.4 0.091
H 18.899 26.894 -12.104 0.2 0.3 -0.3 0.119
H 18.108 28.655 -11.286 -0.6 1.1 0.1 0.048
O 14.191 22.646 -10.842 0.6 0.3 0.7 -0.061
C 14.272 23.910 -11.502 -0.9 -0.1 -0.6 -0.233
C 14.988 24.964 -10.646 -1.2 -0.5 -1.2 -0.247
O 16.346 24.647 -10.606 0.7 -0.1 0.5 -0.056
H 13.832 21.977 -11.429 0.0 0.1 -0.1 0.087
H 14.767 23.772 -12.463 0.6 0.2 -0.1 0.102
H 13.260 24.200 -11.786 -0.2 0.5 0.3 0.119
H 14.486 25.030 -9.681 0.2 0.0 0.3 0.127
H 14.924 25.930 -11.146 -0.3 0.1 0.1 0.112
H 16.356 23.734 -10.307 0.5 -0.3 0.1 0.088
O 24.339 26.654 -5.651 0.4 0.3 -1.0 -0.073
C 23.335 25.668 -5.909 0.2 -0.2 1.5 -0.229
C 23.106 25.351 -7.377 1.3 0.5 0.8 -0.219
O 22.596 26.494 -8.029 -0.4 0.0 -0.1 -0.071
H 24.604 26.570 -4.732 -0.1 0.0 -0.1 0.078
H 23.667 24.789 -5.357 -0.2 -0.6 -0.4 0.116
H 22.460 26.019 -5.362 -0.7 -0.2 -0.6 0.118
H 22.504 24.453 -7.517 -0.3 0.1 0.1 0.110
H 24.075 25.157 -7.838 0.3 -0.4 0.2 0.126
H 23.204 26.633 -8.759 -0.6 0.3 -0.4 0.044
O 22.544 30.868 -6.459 0.7 -0.7 0.0 -0.075
C 21.229 30.988 -6.978 -0.3 1.2 1.2 -0.259
C 20.942 29.908 -7.956 0.7 -0.4 -0.9 -0.260
O 19.649 29.924 -8.516 0.0 0.7 1.1 -0.052
H 22.580 31.474 -5.715 0.2 -0.1 0.0 0.080
H 20.570 30.932 -6.111 -0.6 0.1 -0.2 0.123
H 21.231 31.989 -7.410 -0.9 0.0 -0.4 0.119
H 21.183 28.955 -7.484 0.0 -0.2 0.1 0.118
H 21.666 30.094 -8.749 0.3 -0.4 -0.3 0.104
H 19.621 29.302 -9.246 -0.2 -0.1 -0.4 0.028
O 23.860 27.393 -10.498 -0.4 0.1 -0.2 -0.100
C 24.792 26.578 -11.221 0.0 -0.7 1.4 -0.192
C 25.939 27.425 -11.702 -0.9 -0.4 -1.9 -0.280
O 26.812 27.732 -10.709 1.6 0.4 2.1 -0.026
H 24.274 27.752 -9.710 0.3 0.2 0.0 0.098
H 25.100 25.821 -10.501 0.8 -0.1 0.0 0.121
H 24.256 25.942 -11.924 -0.2 0.8 -0.6 0.121
H 25.543 28.345 -12.133 -0.3 0.0 -0.4 0.130
H 26.520 26.909 -12.466 -0.1 -0.1 -0.2 0.128
H 26.570 28.534 -10.239 0.0 0.0 -0.1 0.099
O 14.251 30.759 -11.185 -0.3 0.9 0.4 -0.054
C 14.455 30.648 -12.553 1.3 -1.6 -0.7 -0.255
C 15.890 30.081 -12.876 -0.4 0.4 1.4 -0.153
O 16.224 29.032 -11.890 -0.1 1.5 -0.8 -0.103
H 14.697 30.048 -10.720 0.2 -0.5 0.0 0.053
H 13.780 29.914 -12.993 -0.5 -0.1 -0.1 0.102
H 14.288 31.601 -13.054 0.1 0.1 0.2 0.117
H 16.607 30.890 -12.732 0.2 -0.2 0.2 0.114
H 15.988 29.773 -13.917 -0.2 -0.4 0.1 0.108
H 16.041 28.161 -12.249 -0.1 -0.3 -0.5 0.039
O 24.661 22.774 -10.837 -0.4 -0.1 0.2 -0.087
C 23.361 22.909 -11.442 1.1 -1.1 -0.5 -0.207
C 22.596 21.520 -11.477 0.1 2.8 1.2 -0.181
O 22.148 21.207 -10.134 0.5 -0.4 -1.2 -0.075
H 25.057 21.952 -11.134 0.1 0.0 -0.1 0.072
H 22.985 23.798 -10.935 -1.0 -0.5 0.1 0.108
H 23.528 23.188 -12.482 -0.2 0.1 -0.3 0.106
H 23.319 20.808 -11.874 -0.1 -0.2 0.1 0.115
H 21.739 21.616 -12.143 0.0 -0.2 -0.1 0.114
H 22.404 20.287 -10.033 -0.3 -0.1 0.6 0.085
O 21.469 32.277 -11.484 -1.2 0.8 0.3 -0.076
C 22.327 31.198 -11.719 -0.5 -0.4 0.1 -0.242
C 21.718 30.389 -12.907 1.9 1.5 -1.4 -0.147
O 22.011 31.176 -14.139 -0.1 -0.9 0.7 -0.113
H 21.868 32.820 -10.800 -0.2 0.1 0.0 0.085
H 23.285 31.698 -11.865 0.5 -0.9 -1.2 0.116
H 22.486 30.647 -10.792 -0.4 -0.7 0.0 0.091
H 20.650 30.179 -12.956 0.0 0.2 1.0 0.114
H 22.250 29.453 -13.079 0.0 0.0 0.3 0.100
H 21.585 32.032 -14.064 -0.1 0.0 0.3 0.061

***

(2)
90
Properties=species:S:1:pos:R:3:forces:R:3:lowdin_charge:R:1 method="wB97M-V/def2-TZVPD" lumo_ev="-7.619 / -7.618" fmax_ev_per_a=1.692 spin_multiplicity=1 total_charge=+2 relative_energy_kj_mol=0.00 homo_ev="-12.26 / -12.26"
Pd -0.929 0.302 -0.063 -1.1 1.3 0.3 0.668
N 1.021 2.120 1.084 -0.1 -0.2 -0.4 -0.286
P -0.582 2.426 0.589 0.1 0.1 0.3 0.838
C -0.627 3.645 -0.719 0.0 -0.1 -0.1 -0.372
C -1.320 3.345 -1.891 0.0 0.0 0.0 -0.102
C -1.333 4.258 -2.935 0.0 0.0 0.0 -0.053
C -0.638 5.453 -2.817 0.0 0.0 0.0 -0.046
C 0.062 5.750 -1.652 0.0 0.0 0.0 -0.052
C 0.064 4.851 -0.599 0.0 0.0 0.0 -0.089
C -1.409 3.092 2.026 0.1 0.1 0.1 -0.358
C -2.016 4.344 1.997 0.0 0.0 0.0 -0.088
C -2.599 4.851 3.150 0.0 0.0 0.0 -0.052
C -2.586 4.107 4.319 0.0 0.0 0.0 -0.046
C -1.987 2.851 4.348 0.0 0.0 0.0 -0.056
C -1.393 2.346 3.207 -0.1 0.0 0.0 -0.091
P 1.283 0.744 0.108 0.2 -0.2 -0.2 0.830
C 2.061 1.238 -1.431 0.1 0.1 0.1 -0.371
C 3.272 1.937 -1.430 0.0 0.0 0.0 -0.095
C 3.808 2.392 -2.621 0.0 0.0 0.0 -0.054
C 3.139 2.152 -3.818 0.0 0.0 0.0 -0.046
C 1.937 1.463 -3.825 0.0 0.0 0.0 -0.052
C 1.392 1.010 -2.631 0.0 0.0 0.0 -0.107
C 2.461 -0.279 1.021 0.0 0.0 0.1 -0.350
C 3.651 -0.741 0.472 0.0 0.0 0.0 -0.088
C 4.516 -1.513 1.243 0.0 0.0 0.0 -0.057
C 4.201 -1.818 2.560 0.0 0.0 0.0 -0.053
C 3.006 -1.370 3.109 0.0 0.0 0.0 -0.060
C 2.133 -0.617 2.341 0.0 0.0 0.0 -0.104
H 1.698 2.836 1.325 0.1 -0.1 -0.1 0.091
H -1.850 2.404 -1.981 0.0 0.0 0.0 0.092
H -1.881 4.036 -3.841 0.0 0.0 0.0 0.116
H -0.642 6.160 -3.635 0.0 0.0 0.0 0.118
H 0.597 6.686 -1.565 0.0 0.0 0.0 0.117
H 0.597 5.095 0.313 0.0 0.0 0.0 0.115
H -2.045 4.921 1.082 0.0 0.0 0.0 0.108
H -3.067 5.826 3.130 0.0 0.0 0.0 0.118
H -3.044 4.505 5.215 0.0 0.0 0.0 0.118
H -1.981 2.273 5.262 0.0 0.0 0.0 0.114
H -0.922 1.370 3.228 0.0 0.0 0.0 0.093
H 3.797 2.128 -0.500 0.0 0.0 0.0 0.114
H 4.743 2.935 -2.621 0.0 0.0 0.0 0.117
H 3.559 2.512 -4.748 0.0 0.0 0.0 0.118
H 1.418 1.284 -4.757 0.0 0.0 0.0 0.117
H 0.442 0.487 -2.626 0.0 0.0 0.0 0.075
H 3.922 -0.485 -0.545 0.0 0.0 0.0 0.109
H 5.453 -1.848 0.818 0.0 0.0 0.0 0.122
H 4.892 -2.392 3.163 0.0 0.0 0.0 0.120
H 2.761 -1.594 4.140 0.0 0.0 0.0 0.120
H 1.209 -0.249 2.775 0.0 0.0 0.0 0.102
C -4.350 2.256 0.602 0.0 -0.1 0.1 -0.013
C -4.182 0.766 0.647 -0.2 0.2 0.0 -0.308
C -5.212 -0.049 1.083 0.0 0.0 0.0 -0.028
C -5.078 -1.439 1.045 0.1 0.0 0.0 -0.029
C -3.926 -2.011 0.542 -0.6 0.6 0.3 -0.028
C -2.950 -1.131 0.069 0.3 -0.6 -0.6 -0.466
N -3.059 0.228 0.149 0.3 -1.0 -0.1 0.037
N -1.799 -1.516 -0.552 0.6 -0.2 0.2 -0.185
Si -1.632 -2.949 -1.524 0.0 0.0 -0.1 0.385
C -0.044 -2.752 -2.515 0.0 0.1 0.0 -0.155
C -3.091 -3.063 -2.676 0.0 0.0 0.0 -0.160
C -1.504 -4.562 -0.558 0.0 0.0 0.1 -0.158
H -5.343 2.496 0.224 0.0 0.0 0.0 0.097
H -3.613 2.716 -0.056 0.0 0.0 0.0 0.059
H -4.260 2.696 1.596 0.0 0.0 0.0 0.082
H -6.133 0.406 1.418 0.0 0.0 0.0 0.120
H -5.887 -2.060 1.406 0.0 0.0 0.0 0.120
H -3.770 -3.077 0.506 0.0 0.0 0.0 0.095
H 0.350 -1.735 -2.444 0.0 0.0 0.0 -0.004
H -0.229 -2.955 -3.571 0.0 0.0 0.0 0.044
H 0.726 -3.453 -2.194 0.0 -0.1 0.0 0.006
H -3.086 -2.222 -3.373 0.0 0.0 0.0 0.040
H -4.046 -3.047 -2.148 0.0 0.0 0.0 0.031
H -3.052 -3.984 -3.263 0.0 0.0 0.0 0.042
H -0.524 -4.702 -0.094 0.0 0.0 0.0 -0.001
H -1.642 -5.406 -1.239 0.0 0.0 0.0 0.045
H -2.252 -4.662 0.230 0.0 0.0 0.0 0.026
Cl 5.488 -6.578 -0.161 0.0 0.0 0.0 0.849
C 4.210 -5.529 0.193 0.0 0.0 0.0 -0.608
C 3.880 -4.524 -0.730 0.0 0.0 0.0 -0.055
C 2.847 -3.680 -0.440 0.0 0.0 0.0 0.010
C 2.098 -3.831 0.770 0.0 0.0 0.0 -0.270
C 1.011 -3.047 1.022 0.1 0.0 0.0 0.191
C 2.478 -4.860 1.690 0.0 0.0 0.0 0.037
C 3.516 -5.695 1.409 0.0 0.0 0.0 -0.053
H 4.444 -4.440 -1.648 0.0 0.0 0.0 0.127
H 2.562 -2.900 -1.133 0.0 0.0 0.0 0.118
H 0.664 -2.285 0.330 0.0 -0.1 0.0 0.051
H 0.417 -3.190 1.917 0.0 0.0 0.0 0.119
H 1.915 -4.975 2.609 0.0 0.0 0.0 0.141
H 3.813 -6.485 2.083 0.0 0.0 0.0 0.126

***

(3)
19
Properties=species:S:1:pos:R:3:forces:R:3:nbo_charge:R:1 method="wB97M-V/def2-TZVPD" lumo_ev="-7.213 / -7.197" fmax_ev_per_a=4.363 spin_multiplicity=1 total_charge=+1 relative_energy_kj_mol=660.93 homo_ev="-14.93 / -15.00"
C 0.260 -0.351 1.888 -0.6 -2.1 0.3 -0.215
C -1.017 0.075 1.198 0.1 2.2 -0.4 -0.035
C -1.304 1.620 0.847 2.8 -3.3 0.8 -0.571
C 0.079 -1.632 -0.355 -0.2 -4.2 -0.6 -0.505
C 1.456 0.390 -1.840 -0.8 -0.2 -3.4 -0.307
N 0.101 -0.509 0.441 -0.3 4.2 -0.9 -0.084
O 0.992 1.002 -0.781 -0.9 -0.6 3.1 -0.289
H 0.861 0.335 2.494 0.2 0.2 -1.1 0.282
H 0.390 -1.410 2.232 -0.5 1.1 0.3 0.240
H -1.972 -0.398 1.228 -0.1 -1.3 0.1 0.241
H -1.913 1.548 -0.008 -0.7 0.5 -1.1 0.228
H -0.284 1.909 0.645 -0.3 1.2 -0.3 0.236
H -1.722 2.128 1.662 -0.7 0.6 1.1 0.239
H -0.039 -1.416 -1.442 1.1 0.2 0.5 0.289
H 0.827 -2.420 -0.019 -0.2 1.4 -1.1 0.254
H -0.829 -2.299 -0.360 -0.1 1.1 1.0 0.284
H 1.964 -0.529 -1.602 0.7 -0.6 0.0 0.223
H 2.281 1.050 -2.325 -1.1 -0.6 0.8 0.316
H 0.627 0.206 -2.643 1.5 0.3 1.0 0.174